Entry 1:
ORCA calculation (the ωB97M-V functional and the def2-TZVPD basis) on a structure of composition C13H10FeN2O4.

Computed properties:
⟨S²⟩: 6.11
HOMO (spin up / spin down): -6.1 / -8.5 eV
calculated total energy: -59192.964 eV
multiplicity: 5

Last column: natural (NBO) charge in e.
Positions of all 30 atoms, in Å:
O (-1.181, 0.681, 2.320)  -0.42
C (-0.131, 0.593, 1.701)  0.34
C (0.237, -0.463, 0.772)  0.34
N (1.505, -0.809, 0.395)  -0.50
C (1.344, -1.891, -0.421)  0.10
C (-0.042, -2.160, -0.542)  0.05
N (-0.726, -1.258, 0.212)  -0.45
H (0.665, 1.360, 1.802)  0.13
H (2.154, -2.435, -0.884)  0.22
H (-0.510, -2.947, -1.120)  0.22
O (4.539, -3.981, 1.318)  -0.52
C (5.148, -3.094, 1.762)  0.53
Fe (6.148, -1.719, 2.153)  0.03
C (7.368, -2.584, 3.059)  0.51
O (8.215, -3.374, 3.200)  -0.49
C (6.976, -1.647, 0.598)  0.52
O (7.423, -1.895, -0.449)  -0.49
C (3.200, 0.391, 1.446)  -0.08
C (3.089, -0.602, 2.579)  -0.50
C (4.410, -0.986, 3.256)  -0.25
C (5.511, -0.087, 3.188)  -0.34
C (5.660, 0.502, 1.884)  -0.29
C (4.480, 0.783, 1.100)  -0.26
H (2.346, 0.914, 1.031)  0.21
H (2.391, -0.226, 3.350)  0.22
H (2.638, -1.534, 2.200)  0.23
H (4.283, -1.660, 4.118)  0.23
H (6.168, 0.125, 4.040)  0.25
H (6.599, 1.007, 1.618)  0.23
H (4.632, 1.417, 0.219)  0.22


Entry 2:
ORCA calculation (the ωB97M-V functional and the def2-TZVPD basis) on a cluster of 2 separate species, C4H10N2O2 in total.

Computed properties:
HOMO: -9.7 eV
SMILES string: CC(N)=O.CC(N)=O
calculated total energy: -11385.441 eV
relative energy (zero: lowest compared OMol25 entry of this formula, charge and spin): 33.7 kcal per mole
multiplicity: 1

Last column: natural (NBO) charge in e.
Positions of all 18 atoms, in Å:
C (2.076, 1.114, 0.643)  -0.72
C (0.724, 0.947, 1.382)  0.70
O (0.387, -0.074, 1.915)  -0.63
N (-0.218, 1.951, 1.184)  -0.84
H (-1.136, 1.850, 1.492)  0.39
H (-0.021, 2.815, 0.683)  0.39
H (2.731, 0.226, 0.781)  0.24
H (2.628, 2.020, 1.064)  0.22
H (1.965, 1.504, -0.305)  0.25
C (-1.898, -1.328, -1.587)  -0.72
C (-0.554, -0.894, -1.103)  0.67
O (0.268, -0.167, -1.610)  -0.63
N (-0.127, -1.731, -0.113)  -0.82
H (-1.566, -1.863, -2.505)  0.25
H (-2.649, -0.603, -1.625)  0.23
H (0.628, -1.274, 0.368)  0.41
H (-0.830, -2.260, 0.404)  0.38
H (-2.406, -2.235, -1.070)  0.21


Entry 3:
ORCA calculation (the ωB97M-V functional and the def2-TZVPD basis) on a structure of composition C36H40F10N12ORbS3Se.

Computed properties:
charge: -1
HOMO (spin up / spin down): -4.1 / -4.1 eV
calculated total energy: -183586.597 eV
relative energy (zero: lowest compared OMol25 entry of this formula, charge and spin): 90.2 kcal per mole
multiplicity: 1

Last column: Mulliken charge in e.
Positions of all 104 atoms, in Å:
Rb (-0.154, 0.478, 1.331)  0.70
C (0.411, -2.434, 4.126)  -1.43
N (1.323, -1.640, 3.310)  1.29
C (2.259, -0.943, 4.173)  -1.36
C (1.750, 0.496, 4.370)  -0.57
N (1.884, 1.152, 3.088)  -0.25
C (1.835, 2.492, 2.917)  0.35
C (2.386, 3.046, 1.725)  0.15
F (2.919, 2.305, 0.784)  -0.35
C (2.409, 4.400, 1.528)  0.22
F (2.959, 4.914, 0.388)  -0.43
C (1.915, 5.348, 2.445)  0.59
F (2.199, 6.677, 2.311)  -0.36
C (1.372, 4.849, 3.574)  0.14
F (0.985, 5.654, 4.564)  -0.37
C (1.200, 3.482, 3.717)  0.21
F (0.434, 2.996, 4.709)  -0.53
C (2.132, -2.508, 2.495)  -1.02
C (1.293, -2.950, 1.290)  -1.40
N (1.133, -2.000, 0.261)  1.35
C (2.129, -1.538, -0.559)  0.64
C (3.445, -1.888, -0.517)  -0.72
F (3.929, -2.838, 0.418)  -0.53
C (4.390, -1.298, -1.280)  0.53
F (5.753, -1.595, -1.234)  -0.40
C (4.089, -0.324, -2.245)  0.27
F (4.998, 0.071, -3.157)  -0.37
C (2.762, 0.085, -2.270)  0.37
F (2.385, 0.900, -3.270)  -0.35
C (1.852, -0.489, -1.449)  -0.21
F (0.552, 0.040, -1.508)  -0.35
H (0.948, -3.388, 4.404)  0.36
H (-0.473, -2.761, 3.558)  0.16
H (0.041, -2.015, 5.045)  0.42
H (3.174, -0.873, 3.609)  0.42
H (2.361, -1.472, 5.143)  0.53
H (2.288, 0.945, 5.238)  0.40
H (0.677, 0.401, 4.585)  0.10
H (2.512, -3.278, 3.129)  0.48
H (2.942, -1.907, 2.095)  0.46
H (0.293, -3.141, 1.663)  0.50
H (1.689, -3.891, 0.924)  -0.18
N (-2.582, 2.807, 4.369)  -0.48
C (-3.347, 2.251, 3.453)  0.50
N (-2.964, 1.259, 2.670)  -0.14
C (-4.065, 0.681, 2.084)  -0.29
C (-5.245, 1.305, 2.223)  -0.52
S (-5.068, 2.620, 3.369)  -0.29
C (-3.823, -0.555, 1.331)  -0.23
C (-4.733, -1.537, 1.181)  -0.67
S (-4.033, -2.816, 0.116)  -0.31
C (-2.599, -1.835, 0.044)  0.66
N (-2.682, -0.701, 0.673)  0.03
N (-1.609, -2.285, -0.650)  0.31
H (-1.630, 2.495, 4.365)  0.18
H (-2.538, 3.784, 4.423)  0.30
H (-6.159, 0.996, 1.784)  0.52
H (-5.699, -1.732, 1.488)  0.57
H (-1.625, -3.284, -0.904)  0.20
H (-0.614, -1.852, -0.462)  -0.62
C (0.564, -2.916, -3.538)  -0.29
C (0.509, -4.477, -3.832)  -1.68
N (0.742, -5.318, -2.725)  0.26
C (2.092, -5.983, -2.651)  -0.97
C (3.167, -4.916, -2.357)  -0.44
C (-0.209, -5.403, -1.722)  1.19
C (0.006, -6.190, -0.454)  -1.58
N (-1.360, -4.830, -1.857)  -0.90
H (-0.197, -2.419, -4.076)  0.44
H (1.543, -2.505, -3.777)  0.36
H (0.466, -2.810, -2.426)  -0.07
H (1.217, -4.656, -4.656)  0.32
H (-0.444, -4.623, -4.302)  0.57
H (2.266, -6.383, -3.672)  0.36
H (2.105, -6.843, -1.970)  0.43
H (3.063, -4.043, -3.014)  0.15
H (4.181, -5.309, -2.471)  0.48
H (2.980, -4.511, -1.421)  -0.10
H (-0.383, -7.171, -0.692)  0.38
H (-0.593, -5.807, 0.313)  0.41
H (1.078, -6.234, -0.092)  0.35
H (-1.427, -4.404, -2.810)  0.26
C (0.009, 4.264, -4.487)  -1.10
S (-0.715, 2.981, -3.382)  0.81
C (-0.284, 3.928, -0.911)  -0.90
O (-1.959, 2.485, -4.041)  -0.69
H (-0.618, 5.062, -4.821)  0.40
H (0.425, 3.782, -5.415)  0.35
H (0.845, 4.637, -3.915)  0.33
H (0.772, 3.873, -1.259)  0.36
H (-0.544, 2.967, -0.420)  0.16
H (-0.366, 4.844, -0.266)  0.31
Se (-1.759, 7.186, -3.669)  0.15
N (-2.509, 5.652, -4.030)  -0.44
C (-3.210, 5.160, -2.911)  0.16
C (-4.458, 5.486, -2.575)  -0.44
C (-5.009, 5.221, -1.357)  -0.64
C (-4.222, 4.494, -0.487)  -0.30
N (-2.928, 4.162, -0.794)  -0.26
C (-2.413, 4.429, -1.989)  0.10
N (-1.099, 4.093, -2.126)  0.42
H (-5.043, 6.148, -3.173)  0.43
H (-6.029, 5.528, -1.241)  0.39
H (-4.617, 4.202, 0.487)  0.27


Entry 4:
ORCA calculation (the ωB97M-V functional and the def2-TZVPD basis) on a structure of composition C21H15AsCrF9N3OS4.

Computed properties:
⟨S²⟩: 3.92
charge: -1
HOMO (spin up / spin down): -3.6 / -3.6 eV
calculated total energy: -185602.170 eV
multiplicity: 4

Last column: natural (NBO) charge in e.
Positions of all 55 atoms, in Å:
Cr (-0.231, -0.079, -0.459)  1.18
C (3.370, -1.213, -0.476)  -0.65
C (2.888, -0.143, -1.471)  0.26
C (3.584, 0.118, -2.595)  -0.25
C (3.348, 1.273, -3.339)  -0.13
C (2.293, 2.079, -2.961)  -0.24
C (1.556, 1.768, -1.790)  0.24
N (1.778, 0.564, -1.151)  -0.52
C (0.570, 2.643, -1.123)  0.20
C (0.317, 4.012, -1.499)  -0.21
C (-0.632, 4.774, -0.823)  -0.13
C (-1.299, 4.152, 0.267)  -0.17
C (-0.913, 2.847, 0.665)  0.20
N (-0.131, 2.091, -0.102)  -0.47
C (-1.383, 2.200, 1.900)  0.24
C (-2.426, 2.714, 2.604)  -0.23
C (-2.917, 2.103, 3.777)  -0.16
C (-2.332, 0.929, 4.201)  -0.24
C (-1.266, 0.398, 3.343)  0.26
C (-0.523, -0.871, 3.701)  -0.65
N (-0.892, 0.951, 2.226)  -0.45
H (3.971, -2.023, -0.949)  0.23
H (2.510, -1.699, -0.053)  0.25
H (3.923, -0.615, 0.328)  0.22
H (4.424, -0.574, -2.870)  0.22
H (3.995, 1.558, -4.131)  0.22
H (1.990, 2.924, -3.548)  0.23
H (1.081, 4.452, -2.156)  0.21
H (-0.838, 5.791, -1.064)  0.22
H (-1.986, 4.794, 0.814)  0.22
H (-2.930, 3.617, 2.258)  0.22
H (-3.655, 2.546, 4.484)  0.22
H (-2.441, 0.510, 5.188)  0.22
H (-0.990, -1.432, 4.558)  0.21
H (0.528, -0.723, 3.926)  0.22
H (-0.531, -1.498, 2.811)  0.25
S (-4.539, -0.886, -3.178)  -0.71
As (-3.137, 0.290, -2.017)  0.99
S (-0.926, 0.291, -2.706)  -0.61
S (-2.548, -0.505, -0.059)  -0.59
S (-3.794, 2.298, -1.902)  -0.79
F (-2.232, -3.308, 0.583)  -0.29
C (-1.403, -3.668, -0.421)  0.98
F (-1.451, -5.063, -0.489)  -0.34
F (-1.863, -3.129, -1.567)  -0.28
C (0.080, -3.267, -0.245)  0.02
O (0.241, -1.894, -0.026)  -0.87
C (0.851, -3.610, -1.576)  0.97
F (0.535, -2.639, -2.426)  -0.28
F (2.198, -3.653, -1.364)  -0.33
F (0.534, -4.832, -2.031)  -0.31
C (0.767, -4.122, 0.918)  0.97
F (2.029, -3.774, 1.289)  -0.32
F (0.800, -5.464, 0.639)  -0.32
F (0.049, -4.005, 2.088)  -0.33


Question: Look up the multiplicity of the second one.
Answer: 1